{"formula": "C36H57F18N4O5", "method": "ωB97M-V/def2-TZVPD", "homo_lumo_gap_ha": 0.2888, "charge": 1, "total_energy_ev": -103352.83146, "homo_ev": -11.75, "elements": ["F", "F", "F", "F", "F", "F", "F", "F", "F", "F", "F", "F", "F", "F", "F", "F", "F", "F", "O", "O", "O", "O", "O", "N", "N", "N", "N", "C", "C", "C", "C", "C", "C", "C", "C", "C", "C", "C", "C", "C", "C", "C", "C", "C", "C", "C", "C", "C", "C", "C", "C", "C", "C", "C", "C", "C", "C", "C", "C", "C", "C", "C", "C", "H", "H", "H", "H", "H", "H", "H", "H", "H", "H", "H", "H", "H", "H", "H", "H", "H", "H", "H", "H", "H", "H", "H", "H", "H", "H", "H", "H", "H", "H", "H", "H", "H", "H", "H", "H", "H", "H", "H", "H", "H", "H", "H", "H", "H", "H", "H", "H", "H", "H", "H", "H", "H", "H", "H", "H", "H"], "coordinates": [[-7.5687, 1.5962, 5.8141], [-5.9836, 2.5623, 1.7134], [-8.7304, 0.5028, 4.2501], [-5.5022, 0.7563, 0.0496], [-8.3750, 2.8047, 4.1007], [-4.4103, 0.0399, 1.8837], [-5.5986, 2.3807, 4.1250], [-5.0336, -1.7484, -1.2808], [-2.3140, -3.2305, -0.5646], [-7.3701, -1.3507, 2.2517], [-4.6594, -3.8759, -0.6899], [-5.9432, 0.0961, 4.2614], [-7.8859, 1.3814, 1.6834], [-2.6327, -2.1749, 1.4061], [-6.6302, -3.4809, 0.6839], [-5.2126, -2.8243, 2.2713], [-0.3625, 3.8687, 0.2033], [-7.4086, -0.9340, 0.0555], [6.7811, -0.0363, -1.0751], [-1.6202, 2.6137, -2.1626], [-2.4750, -1.0366, -4.9206], [3.7869, -3.8651, 4.2387], [2.4900, -5.8333, 4.1355], [2.6794, 1.7555, 0.7732], [2.5839, 3.0722, 1.2142], [0.3191, 1.6506, -0.1497], [1.6857, -0.1957, -0.3620], [3.8196, -0.0228, 2.1849], [7.3082, 0.2495, -2.3664], [-5.6920, 0.2018, 1.3521], [1.5631, -4.0148, 5.4962], [-1.0043, -0.6707, -0.3471], [4.1349, -3.9509, 2.8227], [2.1277, 2.7822, 3.7738], [7.7309, -0.2866, -0.0462], [-7.8402, 1.5688, 4.4238], [-3.8753, -1.0035, -5.1730], [-3.5337, 4.1879, -2.4517], [-1.0892, 1.2801, -2.3219], [-5.6574, -2.4812, 0.9941], [-2.5669, -0.8444, -0.6147], [0.9607, 0.0352, -1.6789], [-1.9305, 2.1919, 1.0346], [-4.4256, -2.3114, -5.7140], [4.3127, 4.0326, 2.7584], [-0.3798, 0.6783, -1.0211], [-6.5493, 1.3249, 2.1352], [-1.7667, -0.2965, -7.1586], [-6.5149, -1.1413, 1.1327], [-6.4063, 1.2921, 3.7216], [3.6628, -1.5488, 1.7247], [2.6651, -4.6792, 4.5402], [8.6701, 0.8798, 0.2107], [-3.0887, -2.2066, 0.0798], [4.7658, -2.5391, 2.3948], [8.1611, -0.8710, -2.9349], [2.9375, 3.2431, 2.4892], [-1.6382, -1.3130, -6.0368], [-4.6053, -2.5482, -0.1808], [3.9899, 1.0287, 0.9813], [-3.0120, 2.6647, -2.5520], [1.6434, 1.1843, 0.1839], [-0.4140, 2.5289, 0.7585], [-3.9820, -2.5753, -6.6757], [8.5055, -0.6133, -3.9386], [-0.2797, 1.3632, -3.1360], [-4.2148, -3.1301, -5.0208], [-1.0773, -0.5375, -7.9712], [4.2959, 0.4304, 0.0513], [-2.3426, 3.0312, 1.7009], [4.8522, 1.7640, 1.1466], [0.7962, -0.8585, -2.3532], [0.6283, -3.8073, 4.8919], [3.7268, -1.7209, 0.6067], [1.3839, -4.7383, 6.3623], [-3.1460, 2.2801, -3.6156], [-3.6642, 2.0573, -1.8390], [3.2789, -4.2902, 2.1578], [2.6558, -1.9344, 2.1230], [-3.1183, 0.0733, -0.2520], [-1.9083, 0.6347, -2.7686], [8.1017, 1.7788, 0.4694], [2.2725, 3.6135, 4.5552], [-0.4739, -1.5753, -0.7711], [9.0407, -1.0684, -2.3196], [-5.5065, -2.2398, -5.8520], [2.5889, 1.8486, 4.2369], [7.5856, -1.7988, -2.9900], [2.0053, -3.0413, 5.9135], [9.2743, 1.1175, -0.6659], [-0.8066, -0.5758, 0.7802], [-4.1382, 4.3315, -1.5020], [-1.9589, 1.2537, 1.6902], [7.8603, 1.1945, -2.3478], [2.5980, -0.5041, -0.7246], [8.2904, -1.2016, -0.2622], [-2.6025, 4.8501, -2.3496], [-1.5403, 0.7092, -6.7910], [4.9187, 4.0479, 1.7878], [-4.0797, 4.5333, -3.3849], [7.1577, -0.4839, 0.8640], [4.9630, 3.4747, 3.5229], [1.5879, 0.8312, -2.2257], [-4.3587, -0.7861, -4.2158], [-1.8191, -2.3279, -6.4031], [5.5056, -2.7827, 1.5507], [-2.5978, 2.1364, 0.1231], [2.8440, 0.2549, 2.7227], [4.9414, -4.7650, 2.7384], [5.3174, -2.0560, 3.2610], [-4.1193, -0.1683, -5.8377], [-2.7755, -0.2724, -7.5735], [6.4494, 0.4083, -3.0242], [9.3514, 0.6459, 1.0322], [-2.6841, -1.0342, -1.7399], [4.6413, 0.0206, 2.9657], [4.1540, 5.1064, 3.0905], [0.1499, 2.5904, 1.7408], [1.0095, 2.6843, 3.6260], [-0.6105, -1.2985, -5.6652]], "lowdin_charge": [0.10, 0.08, 0.12, 0.07, 0.14, 0.11, 0.10, 0.08, 0.05, 0.10, 0.09, 0.12, 0.12, 0.07, 0.09, 0.12, -0.04, 0.11, -0.19, -0.19, -0.19, -0.07, 0.08, -0.05, 0.09, 0.08, 0.08, -0.15, -0.27, -0.20, 0.00, -0.08, -0.18, -0.03, -0.28, -0.36, -0.28, -0.06, -0.11, -0.22, -0.06, -0.11, 0.00, -0.07, -0.03, -0.28, -0.20, -0.07, -0.21, -0.23, -0.19, -0.44, -0.07, -0.29, -0.15, -0.07, -0.24, -0.28, -0.20, -0.07, -0.25, -0.13, -0.27, 0.07, 0.08, 0.14, 0.08, 0.08, 0.12, 0.12, 0.13, 0.15, 0.09, 0.10, 0.10, 0.13, 0.10, 0.14, 0.12, 0.09, 0.11, 0.08, 0.11, 0.12, 0.07, 0.08, 0.09, 0.08, 0.08, 0.07, 0.13, 0.07, 0.09, 0.11, 0.10, 0.11, 0.09, 0.08, 0.08, 0.08, 0.10, 0.11, 0.15, 0.11, 0.11, 0.11, 0.07, 0.10, 0.14, 0.11, 0.11, 0.07, 0.12, 0.08, 0.13, 0.11, 0.10, 0.12, 0.08, 0.11]}

---

{"formula": "C12H39InN10O10", "method": "ωB97M-V/def2-TZVPD", "homo_lumo_gap_ha": 0.0919, "charge": 2, "total_energy_ev": -53605.24446, "homo_ev": -14.40, "elements": ["In", "O", "O", "O", "O", "O", "O", "O", "O", "O", "O", "N", "N", "N", "N", "N", "N", "N", "N", "N", "N", "C", "C", "C", "C", "C", "C", "C", "C", "C", "C", "C", "C", "H", "H", "H", "H", "H", "H", "H", "H", "H", "H", "H", "H", "H", "H", "H", "H", "H", "H", "H", "H", "H", "H", "H", "H", "H", "H", "H", "H", "H", "H", "H", "H", "H", "H", "H", "H", "H", "H", "H"], "coordinates": [[3.0172, -2.0386, 2.0809], [4.0192, -1.4672, -0.6514], [2.0461, -1.2961, 4.7154], [4.4681, 2.7345, -0.5080], [-5.6694, 0.1894, 1.6671], [-0.1891, -3.6831, -2.6719], [3.4312, 0.9679, 2.5732], [0.1844, 0.0782, -5.5328], [-3.7229, 0.2979, 3.9669], [-0.7885, 4.5861, -1.0756], [0.9684, -0.8461, 0.2810], [-0.0058, -1.1827, 5.5952], [2.4729, -1.4956, -2.3553], [-1.9123, -4.6709, -1.6726], [-1.2630, -1.2818, -4.6509], [-0.0475, 3.9453, -2.9837], [4.2298, -2.4781, -2.7574], [-1.0751, -3.0042, -0.6824], [1.4012, -2.7036, 6.3825], [-2.1643, 3.7921, -2.6038], [-1.6636, 0.7455, -4.5048], [1.2209, -1.7018, 5.5476], [-3.9674, 1.4120, 3.1221], [-4.3340, 0.8326, 1.7987], [-0.0264, 1.0697, 1.6522], [3.6455, 2.0644, 1.6434], [3.6575, -1.7165, -1.8301], [-1.0502, -3.7599, -1.8130], [-0.0268, 0.1277, 0.3598], [-0.7891, -0.1445, -4.8034], [4.0544, 1.6409, 0.2764], [-1.0078, 4.1457, -2.1567], [-0.3090, 0.8727, -0.9898], [-2.1435, 3.6974, -3.6091], [-3.0886, 2.0541, 3.0628], [-0.4291, 0.1904, -1.8313], [3.2391, 1.1620, -0.2657], [-0.1981, -2.5355, -0.5060], [-1.7513, -5.2886, -2.4553], [0.8633, 4.2311, -2.6538], [-2.1767, -1.3080, -4.2214], [-4.5392, -0.1791, 4.1334], [3.2448, 1.3290, 3.4430], [-5.8781, -0.3883, 2.4049], [-2.4429, 0.5383, -3.8967], [4.3473, 2.7568, 2.1084], [-0.2881, -0.5489, 4.8612], [-0.6232, -1.8468, 6.0399], [3.6826, -2.8921, -3.4986], [-4.8042, 1.9590, 3.5567], [-1.1521, 1.5621, -1.0342], [-1.8844, -3.0860, -0.0837], [-2.5217, -4.6803, -0.8672], [1.8359, -0.9415, -1.8011], [-4.5197, 1.4998, 0.9570], [0.5284, 1.5433, -1.1825], [-2.9746, 3.6696, -2.0134], [0.0759, 0.4460, 2.5403], [-1.0370, -0.2544, 0.5071], [0.6906, -3.0928, 6.9856], [4.5845, 2.3263, -1.3691], [-1.6431, 1.5351, -5.1343], [5.1024, -2.9536, -2.5772], [-3.5293, 0.1516, 1.5218], [-1.0859, -2.0855, -5.2364], [2.3047, -1.6729, -3.3353], [-0.9926, 1.5619, 1.7627], [4.8244, 0.8715, 0.3330], [2.6997, 2.6020, 1.5766], [-0.2393, 3.4804, -3.8595], [0.8317, 1.7379, 1.7244], [2.2832, -3.1828, 6.4945]], "lowdin_charge": [1.11, -0.10, -0.15, 0.01, -0.06, 0.06, -0.15, 0.04, -0.07, 0.09, -0.05, 0.18, 0.18, 0.20, 0.19, 0.20, 0.17, 0.18, 0.19, 0.19, 0.16, -0.71, -0.24, -0.22, 0.05, -0.20, -0.64, -0.75, -0.37, -0.83, -0.25, -0.86, 0.02, 0.11, 0.12, 0.08, 0.11, 0.08, 0.15, 0.14, 0.12, 0.08, 0.10, 0.07, 0.12, 0.14, 0.11, 0.11, 0.13, 0.13, 0.09, 0.11, 0.14, 0.08, 0.12, 0.10, 0.13, 0.08, 0.20, 0.12, 0.10, 0.13, 0.13, 0.09, 0.15, 0.13, 0.09, 0.13, 0.11, 0.11, 0.08, 0.13]}

---

{"formula": "C43H44N4O5PS6Tc", "method": "ωB97M-V/def2-TZVPD", "homo_lumo_gap_ha": [0.2669, 0.2274], "charge": 1, "total_energy_ev": -137993.61351, "homo_ev": [-10.84, -10.17], "spin_multiplicity": 4, "elements": ["Tc", "S", "S", "S", "S", "S", "S", "P", "O", "O", "O", "O", "O", "N", "N", "N", "N", "C", "C", "C", "C", "C", "C", "C", "C", "C", "C", "C", "C", "C", "C", "C", "C", "C", "C", "C", "C", "C", "C", "C", "C", "C", "C", "C", "C", "C", "C", "C", "C", "C", "C", "C", "C", "C", "C", "C", "C", "C", "C", "C", "H", "H", "H", "H", "H", "H", "H", "H", "H", "H", "H", "H", "H", "H", "H", "H", "H", "H", "H", "H", "H", "H", "H", "H", "H", "H", "H", "H", "H", "H", "H", "H", "H", "H", "H", "H", "H", "H", "H", "H", "H", "H", "H", "H"], "coordinates": [[-0.2507, -0.5175, -0.2229], [0.5087, -2.6385, -2.0882], [-0.0958, 1.1580, 1.2606], [-2.6085, 0.0986, -0.8063], [-1.4662, 0.8106, 3.1709], [-1.0575, 4.1799, -0.2863], [0.5597, 0.4451, -3.4407], [1.5984, -1.7548, 0.6980], [1.4046, -1.4828, -2.1607], [0.1085, -3.2195, -3.3285], [-0.2036, 0.6751, -2.1743], [-0.6477, -2.2774, -1.2151], [-1.1664, 2.7062, -0.4187], [-4.9213, 0.9101, 0.1055], [-4.0776, -1.0130, 1.1306], [3.4823, 1.5218, 2.5827], [0.7855, 0.9819, 6.2213], [-4.6139, 2.1797, -0.5205], [0.1542, 0.9658, 3.7567], [-2.2654, -2.2111, -5.8171], [2.4388, -1.8942, 4.7406], [1.3957, -2.6740, 5.2064], [-0.5450, -0.5941, -4.4037], [5.5914, 0.3491, -0.1611], [0.4445, -3.1561, 4.3214], [1.4046, -3.8460, -1.1455], [3.2043, -0.9786, 0.3341], [3.2149, 0.1826, -0.4342], [1.6037, 4.9030, 3.3885], [2.5417, -1.5964, 3.3919], [0.0900, 4.7687, -1.6435], [-1.8996, -0.5497, -4.1300], [-6.3307, 0.5665, 0.0681], [2.1617, 4.2998, 2.2733], [-2.7638, -1.3651, -4.8390], [-0.0378, -1.4294, -5.3819], [-3.1152, -2.0885, 1.1918], [-0.9077, -2.2367, -6.0970], [-3.9488, -0.0154, 0.2467], [4.4028, -1.4900, 0.8267], [0.0638, 4.4647, 1.1336], [0.5356, -2.8518, 2.9775], [1.8429, -3.4688, 0.1142], [0.1796, 2.0326, -4.3826], [0.6409, 3.6256, -2.4760], [4.4063, 0.8362, -0.6885], [1.3893, 4.0621, 1.1478], [1.5915, -2.0755, 2.4991], [0.9889, 1.0614, 2.6758], [0.5032, 0.9766, 5.1092], [2.5130, -4.4138, 0.8928], [2.7630, -5.6786, 0.3879], [2.3526, 1.3066, 2.6255], [5.5873, -0.8159, 0.5888], [-0.3975, 3.0924, -3.4615], [1.6513, -5.1032, -1.6558], [-4.9649, -0.9571, 2.2746], [2.3551, -6.0217, -0.8929], [0.2733, 5.2882, 3.3777], [-0.4946, 5.0813, 2.2424], [-3.5699, 2.4335, -0.3445], [-1.2258, 2.6605, -2.8953], [-2.2674, 0.1067, -3.3551], [2.2891, 0.5488, -0.8599], [1.5198, 3.9737, -3.0240], [4.4067, 1.7301, -1.2952], [3.2017, 4.0147, 2.2827], [-5.3648, 0.0430, 2.4063], [-5.7862, -1.6695, 2.1680], [3.2818, -6.4012, 0.9996], [-0.7855, 3.9134, -4.0723], [2.5860, -6.9960, -1.2954], [3.1815, -1.5156, 5.4241], [1.8246, 3.5650, 0.2946], [-0.1595, 5.7580, 4.2475], [-2.3180, -1.8477, 1.9065], [2.8405, -4.1631, 1.8905], [-2.9388, -2.8635, -6.3541], [-2.6725, -2.2754, 0.2133], [-3.8232, -1.3331, -4.6267], [-6.7389, 0.8701, -0.8995], [-6.8870, 1.0868, 0.8499], [6.5124, -1.1982, 0.9915], [1.0257, -1.4739, -5.5573], [-4.3946, -1.2166, 3.1677], [-3.6236, -2.9935, 1.5232], [6.5159, 0.8766, -0.3365], [0.9487, 2.8054, -1.8249], [-0.5253, -2.8975, -6.8616], [1.3299, -2.9088, 6.2561], [1.1360, 2.3441, -4.8040], [-6.4714, -0.5057, 0.1647], [2.2098, 5.0749, 4.2636], [-0.5129, 5.4349, -2.2603], [-4.7886, 2.1486, -1.5995], [1.2947, -5.3358, -2.6461], [3.3637, -0.9933, 3.0423], [0.8694, 5.3529, -1.1619], [-1.5256, 5.4032, 2.2049], [-0.1999, -3.2295, 2.2781], [-5.2569, 2.9430, -0.0802], [4.4125, -2.4074, 1.3975], [-0.3583, -3.7776, 4.6826], [-0.5095, 1.8000, -5.1914]], "lowdin_charge": [0.92, 0.50, 0.66, 0.80, 0.74, 1.00, 1.04, 1.03, -0.44, -0.24, -0.70, -0.50, -0.72, -0.21, -0.19, 0.25, 0.21, -0.08, -0.69, -0.06, -0.06, -0.06, -0.40, -0.06, -0.06, -0.26, -0.34, -0.12, -0.06, -0.10, -0.28, -0.09, -0.04, -0.09, -0.05, -0.09, -0.09, -0.06, -0.64, -0.08, -0.39, -0.10, -0.30, -0.25, -0.25, -0.07, -0.11, -0.37, -0.58, -0.23, -0.06, -0.05, -0.26, -0.06, -0.24, -0.03, -0.04, -0.04, -0.06, -0.09, 0.04, 0.10, 0.05, 0.06, 0.13, 0.11, 0.10, 0.09, 0.10, 0.11, 0.13, 0.11, 0.12, 0.11, 0.11, 0.06, 0.11, 0.11, 0.04, 0.11, 0.10, 0.10, 0.11, 0.12, 0.10, 0.10, 0.11, 0.08, 0.11, 0.11, 0.09, 0.09, 0.11, 0.09, 0.10, 0.12, 0.08, 0.09, 0.11, 0.11, 0.10, 0.11, 0.11, 0.09]}

---

{"formula": "C6H8O2", "method": "ωB97M-V/def2-TZVPD", "homo_lumo_gap_ha": 0.3650, "total_energy_ev": -10441.05252, "homo_ev": -8.94, "elements": ["O", "O", "C", "C", "C", "C", "C", "C", "H", "H", "H", "H", "H", "H", "H", "H"], "coordinates": [[-0.4051, 1.0551, 0.8773], [-0.8425, 0.3509, -1.1868], [-2.0789, -0.2397, -0.9634], [1.0222, 1.4436, 1.1946], [1.2520, -0.1931, -0.2144], [0.2947, -1.3304, 0.4678], [-0.0730, 0.0720, -0.0644], [2.0322, 0.8798, 0.5246], [-2.5355, 0.1240, -1.9427], [-2.1383, -1.4399, -1.1989], [0.9621, 2.1077, 1.9903], [0.3024, -1.4114, 1.3967], [0.1371, -2.1393, -0.2545], [1.6217, -0.2621, -1.2690], [3.0935, 1.1167, 0.4334], [-2.6446, -0.1339, 0.2096]], "lowdin_charge": [0.02, -0.07, -0.15, -0.02, -0.17, 0.13, -0.65, 0.02, 0.10, 0.11, 0.09, 0.02, 0.12, 0.17, 0.11, 0.18]}